(1)
Below is a molecular structure, C29H28N8O3S2Tl, with properties calculated with the ωB97M-V functional and the def2-TZVPD basis.

Values from the calculation:
- Energy relative to the best compared isomer or geometry (same formula, charge and spin): 40.7 kJ/mol
- E_HOMO: -4.8 eV
- Orbital gap: 6.9 eV
- Net charge: -1
- E: -2754.65094 a.u.

The geometry in XYZ format:
```
71
Properties=species:S:1:pos:R:3:mulliken_charge:R:1
C 0.06356 3.64945 -5.25682 -0.567
N 3.02504 1.49342 -3.44276 -0.005
C 0.10785 0.77776 3.04327 0.268
H -2.00008 0.32546 3.16277 0.524
H -3.41649 4.16145 1.48743 0.340
H -3.21190 1.68024 1.12361 0.452
C -0.09944 -5.47469 -0.58544 0.392
C -0.18134 2.66799 -4.31339 -0.550
H -1.18229 2.41899 -3.98615 0.452
C -0.36290 2.59269 -0.11121 -0.314
N 2.23827 -5.66281 -0.29042 -0.574
H -0.90825 6.49615 0.28084 0.234
H 3.16329 1.62072 2.78129 0.208
H -4.26192 -1.94843 0.79608 0.185
H 2.84687 -1.25894 -2.26568 0.315
N 2.03304 -0.48282 -0.50706 0.544
C 1.02990 2.36920 4.65287 -1.135
C -1.31122 -4.96740 -1.01967 -0.400
C 1.29017 -4.97074 -0.87901 0.328
C -0.06612 -6.57807 0.24113 0.034
H -0.76591 4.18929 -5.69579 0.376
H 1.85464 2.95429 5.04007 0.374
H 3.27748 -0.99777 1.14937 0.291
Tl -1.37929 -0.95318 0.14257 0.773
H -3.34847 -7.19711 0.53609 0.373
N 0.53840 0.04388 1.93452 -0.278
C 2.46732 3.30737 -5.13276 -1.051
H 0.48817 2.09219 -0.55718 0.255
H 1.64134 -1.42042 -0.49286 -0.184
H 0.48957 4.55545 -0.25658 0.333
H -2.27376 1.77699 5.18356 0.425
C 2.20414 0.72134 -2.65019 0.595
H 3.82483 -0.01396 -1.51131 0.237
H -1.32505 -4.09342 -1.65820 0.541
C -0.36312 3.96433 0.05573 -0.776
H -3.43676 -5.21574 -0.92538 0.378
C 1.36941 3.96318 -5.66227 -0.335
C -2.47654 -5.60060 -0.60507 -0.724
H 3.45068 0.63150 0.50922 0.452
N -1.37505 1.80295 0.24297 0.021
H 3.47368 3.55529 -5.44638 0.363
C -2.43861 2.37872 0.81252 -0.597
C 2.79037 -0.30911 -1.72680 -1.206
C -2.53333 3.74295 1.01840 -0.755
S 1.64156 -6.91145 0.57885 1.165
C -1.16091 0.85542 3.61492 -0.295
C -1.30281 1.68593 4.71286 -0.776
C 2.21042 2.32492 -4.18367 0.507
H -1.15814 -8.09168 1.30888 0.400
C 0.91126 1.99372 -3.77386 0.491
H -5.09413 -0.88941 1.92650 0.221
C -1.20945 -7.22746 0.65923 -0.631
C -2.42819 -6.72020 0.22256 -0.362
C 1.78676 0.36525 1.77029 0.095
O -3.11752 -0.37577 1.57320 -0.561
H 1.52108 4.73593 -6.40539 0.368
C -1.48193 4.56938 0.63007 1.043
H -2.43623 6.33927 0.97839 0.221
C -0.22706 2.42594 5.22716 -0.335
O 1.91173 -6.73598 1.98203 -0.659
S 1.51695 -3.61910 -1.86901 -0.455
H 4.02671 1.43640 -3.48454 0.194
H -3.91696 -2.05702 2.51882 0.249
O 2.01136 -8.17317 -0.01018 -0.668
C 2.71815 -0.15329 0.71730 -0.892
N 0.94406 0.98615 -2.81902 -0.427
N -1.52404 5.93734 0.84642 -0.553
H -0.38681 3.06463 6.08722 0.373
C 1.16835 1.53187 3.55223 0.564
N 2.23349 1.24768 2.71734 -0.052
C -4.10796 -1.33335 1.70547 -0.836
```

***

(2)
Below is a molecular structure, C29H29CaN10O5S at a distorted geometry, with properties calculated with the ωB97M-V functional and the def2-TZVPD basis.

Values from the calculation:
- Energy relative to the best compared isomer or geometry (same formula, charge and spin): 156.2 kJ/mol
- E_HOMO: -5.1 eV
- Orbital gap: 7.3 eV
- Net charge: -1
- E: -3122.33379 a.u.

The geometry in XYZ format:
```
75
Properties=species:S:1:pos:R:3:mulliken_charge:R:1
H -0.22919 0.99565 -1.18533 -0.268
H -2.61609 -1.08849 -4.19164 0.395
H 0.60670 1.64297 5.09958 0.327
O -2.60935 -0.37856 -4.94892 -0.599
C 3.72788 -0.63989 -2.84933 -0.165
N -3.53717 0.50407 -0.85679 -0.209
C 0.16290 0.66779 -2.14784 -1.260
O -2.87230 -2.10076 -0.90399 -0.964
H 2.56212 -1.33861 3.03119 0.449
C 4.50554 -1.76347 -4.88447 -0.011
C 3.48148 -1.22037 -4.09467 1.382
C -4.96351 2.15303 2.94109 -0.878
C 1.09681 0.68029 5.22057 -0.611
H 0.10082 -3.72122 -0.85666 0.532
C -3.26465 -0.07040 -2.01387 -0.193
H -3.92992 3.01298 -2.87380 0.551
C 0.24358 -0.82150 -2.15164 0.713
O -2.52617 -2.02394 -3.11156 -0.769
H 0.85631 -3.68239 -3.52472 0.511
C -3.58824 3.35628 4.49770 -0.613
H -0.71233 -0.47180 5.31470 0.196
H 3.98908 0.64221 2.77223 0.249
C 0.98832 -1.10159 -4.53061 -0.895
N 0.00775 -1.60015 -1.12099 -0.064
H 6.62120 -2.16295 -5.04749 0.418
Ca -1.65067 -0.98804 0.42980 1.898
H 0.85884 -0.02074 -4.55862 0.434
C -2.56040 1.96024 2.82605 0.615
C 6.07701 -1.15740 -3.22137 -0.544
C -3.13448 0.75595 -4.53508 0.428
C -2.45153 2.82309 3.91195 -0.252
C -1.34588 1.33239 2.19204 -0.266
C 5.04072 -0.61872 -2.43611 -0.847
N 0.62459 -1.57037 -3.22263 0.705
N -0.35045 1.18284 3.04394 -0.144
H 2.94077 -0.25102 -2.21843 0.153
H 4.11387 0.83695 4.53067 0.297
H -4.03169 2.39553 -0.37144 0.197
N -2.10544 -2.07010 3.60621 -0.733
H -3.90618 0.91367 1.53692 0.772
H 4.83435 -0.58043 3.74704 0.380
N -3.81725 1.77193 -1.13275 0.011
C -4.84699 3.02432 4.01328 -0.406
O -1.41568 1.00339 0.97265 -0.614
H 0.64797 -1.23824 6.13651 0.307
H -1.46729 3.05829 4.29288 0.372
C 0.15840 -0.28312 5.93674 -1.002
O -3.37766 1.68130 -5.27999 -0.667
C 2.67490 -0.65137 3.86695 -0.899
H 2.67365 -1.22555 4.79686 0.378
H -0.17129 0.13970 6.88885 0.372
H 1.15497 1.11233 -2.25599 0.492
N 3.93555 -2.28178 -6.02525 -0.604
C 0.61364 -2.89349 -2.83339 -0.440
N 1.51744 0.22525 3.89779 0.246
N 2.35866 -1.44737 -4.83564 0.760
C -3.75258 2.03957 -2.44922 -0.716
N 2.67438 -2.09235 -5.97634 -0.724
H 0.36591 -1.55269 -5.30112 0.353
H -0.47133 1.03564 -2.95492 0.359
C 0.23620 -2.89290 -1.53111 -1.098
H 5.27942 -0.18386 -1.47429 0.460
H -3.49771 4.02539 5.34477 0.393
H -5.94191 1.87192 2.57017 0.414
C 3.98975 0.11165 3.72320 -1.024
S 1.48078 0.22604 1.25167 -0.338
H 2.00935 0.82904 5.80637 0.375
C -3.39013 0.86812 -3.07533 0.709
C -1.98424 -1.90054 2.46472 -0.500
C 5.83091 -1.73509 -4.44528 -0.714
C -3.82494 1.62551 2.34803 -0.381
H -5.73391 3.42945 4.48526 0.369
C -2.86193 -1.52178 -2.01084 0.916
H 7.08762 -1.12557 -2.83494 0.357
C 0.81032 0.53382 2.77604 0.167
```

***

(3)
Below is a molecular structure, C29H29CeN5O5 at a distorted geometry, with properties calculated with the ωB97M-V functional and the def2-TZVPD basis.

Values from the calculation:
- Energy relative to the best compared isomer or geometry (same formula, charge and spin): 29.2 kJ/mol
- E_HOMO (alpha / beta): -4.3 / -4.3 eV
- Orbital gap (alpha / beta): 6.7 / 6.8 eV
- Net charge: -1
- E: -2247.79001 a.u.
- ⟨S²⟩: 0.751
- Spin multiplicity: 2

The geometry in XYZ format:
```
69
Properties=species:S:1:pos:R:3:mulliken_charge:R:1
H -3.40851 -1.37637 -2.61487 0.703
C -0.40676 1.01282 -3.22914 0.910
C 1.61561 -4.03420 2.64481 -0.852
C -1.70159 -0.52041 -5.68818 -0.390
O 3.64711 -4.69409 3.65349 -0.561
H 1.55680 3.32166 2.80834 0.402
H 2.75129 1.49478 -1.13933 0.133
O -1.20349 -4.17320 1.96844 -0.774
Ce 0.20795 -0.48168 -0.18908 0.337
H 2.67420 2.75889 0.97057 0.532
C -1.44712 0.71874 -6.25520 -0.506
H 2.96182 3.22534 -1.38029 0.472
C -1.03839 1.85269 -5.56074 -0.388
H 1.97309 0.52965 5.92122 0.328
C 1.78618 2.71336 0.32743 -1.240
C 1.25842 2.32228 3.10162 -1.367
H -0.32511 2.98903 -3.97800 0.364
C 2.23777 2.45303 -1.10748 -0.844
H -2.02836 -1.90500 -4.16159 0.412
H -2.44436 -2.51652 -1.64214 0.308
N 0.33967 1.21845 -2.17779 0.077
C 2.87956 -2.01084 1.32086 -0.051
C -3.41607 -0.97476 -0.49273 -0.230
H 4.57509 -4.44379 3.67140 0.295
C 1.49483 0.65986 4.95736 -0.676
H -1.44392 1.66600 -0.03092 -0.138
C 3.48966 -0.96037 0.38239 0.080
H 1.57304 2.62553 -3.13167 0.770
O -0.85007 -2.56927 0.42686 -0.364
H -1.78397 2.40093 1.53876 0.509
C -0.52404 -3.33342 1.39446 0.178
H 1.08087 -4.84091 3.12665 0.571
H -3.89969 2.31161 0.60443 0.488
C -0.59769 1.97993 -4.26150 -1.002
H -2.02028 -1.29476 -6.37954 0.304
H -0.65378 -1.41794 3.28071 0.531
H -2.74332 -1.14813 0.34268 0.117
C 0.95046 -3.16528 1.80662 0.315
N 0.86610 1.69077 0.78922 0.510
H 1.28894 3.69368 0.38478 0.431
H 0.44915 3.30316 -1.95013 0.394
C -1.24968 -0.21662 -3.19280 0.292
C 0.79327 -0.43628 4.45915 -0.277
C -2.71648 -1.46415 -1.76849 -1.535
H -1.62360 0.82375 -7.31925 0.299
C -0.04181 -0.52598 3.36410 -0.688
H -3.23244 0.97092 -1.40231 0.089
C -1.68715 -0.89498 -4.35736 -0.435
H -4.30725 -1.58161 -0.31764 0.530
C 1.12014 2.45199 -2.14810 -1.259
H 0.82438 -1.32641 5.08047 0.377
H 4.70325 -2.67865 2.19819 0.447
O 4.65864 -0.63374 0.54459 -0.778
H -1.03057 2.77319 -6.13718 0.319
C 0.67468 1.53004 2.07527 0.187
C -3.45109 1.31688 0.69173 -1.443
N -1.42475 0.34178 1.67021 -0.560
H -3.88491 0.83263 1.57029 0.333
C 1.61244 1.91628 4.37256 -0.238
O 2.67341 -0.58047 -0.52180 -0.666
H 2.12073 2.66639 4.97104 0.338
C 3.63253 -2.83291 2.13371 -0.386
C 2.98192 -3.84741 2.82845 1.078
C -3.78411 0.51867 -0.57350 -0.516
N 1.56578 -2.15871 1.18500 0.367
H -4.84809 0.63479 -0.80172 0.449
C -1.94384 1.49431 0.94016 0.335
N -1.53887 -0.62889 -1.97638 0.195
C -0.31764 0.45390 2.37884 1.058
```

***

(4)
Below is a molecular structure, C29H29DyN2O4S at a distorted geometry, with properties calculated with the ωB97M-V functional and the def2-TZVPD basis.

Values from the calculation:
- Energy relative to the best compared isomer or geometry (same formula, charge and spin): 84.7 kJ/mol
- E_HOMO (alpha / beta): -7.7 / -7.7 eV
- Orbital gap (alpha / beta): 7.2 / 7.2 eV
- E: -2816.19773 a.u.
- ⟨S²⟩: 9.347
- Spin multiplicity: 6

The geometry in XYZ format:
```
66
Properties=species:S:1:pos:R:3:mulliken_charge:R:1
H 0.87190 -3.91283 1.67267 0.588
C 4.01080 0.35763 -4.45078 -0.428
O -0.95522 1.51747 -1.77410 -0.626
C 1.45881 1.43203 -4.09433 0.748
C 2.34058 0.94994 0.39074 -0.246
C -2.36259 3.21182 5.04219 -0.714
S -1.68330 2.00554 2.51591 1.108
H -1.31831 -2.95656 2.93133 0.557
C 0.12330 -3.25662 1.21952 -1.021
H 2.65630 1.69266 2.49170 0.557
H -0.01172 2.54288 -3.04099 0.330
H -0.97389 -3.65589 -2.62845 0.538
C -1.02359 -2.70448 1.90919 -0.678
C -1.30104 0.66879 -2.59205 0.379
Dy 0.85946 -1.03848 2.12702 0.429
C 3.13495 -1.18065 0.79000 -0.939
C 3.85100 1.53379 -3.69941 -0.638
H 0.72719 -0.33759 -5.05782 0.346
C -1.89186 -1.91689 -1.70926 2.542
C 1.62044 0.19647 -4.74123 -0.252
C -3.23993 -2.67623 -1.56813 -1.854
H 3.65275 -0.78990 2.95832 0.581
C -2.26894 -0.44098 -2.09069 -1.194
O 0.53735 -0.58375 4.26166 -0.823
H 0.73330 -3.15485 -0.94725 0.518
H 5.01527 -0.02144 -4.64058 0.373
H -2.68237 0.00792 -1.19340 0.230
H -0.14416 0.43641 6.70196 0.526
N -0.89920 0.85195 -3.91120 -0.108
C -1.73785 2.21497 4.28172 0.306
H -1.26243 2.17161 8.16508 0.399
C 0.03202 -2.86288 -0.16190 -0.665
C -1.79671 -1.99250 0.92796 -0.933
C -0.29666 0.38679 3.99792 1.366
H 3.00166 -1.25598 -5.50518 0.385
N -0.57287 0.66918 2.70986 -0.038
H 3.46678 -2.20751 0.63874 0.499
C -0.96882 1.26277 4.92204 -0.079
C -0.77397 1.22567 6.30309 -0.509
C 2.67884 0.87110 1.77951 -0.925
H 2.39535 2.93808 -2.87335 0.370
C 2.90499 -0.32375 -4.94215 -0.629
H -3.86978 -2.24336 -0.78096 0.362
H -0.16484 -2.11243 -3.04607 0.286
H 4.71013 2.04779 -3.27877 0.380
H -1.74724 -2.52509 -3.75901 0.446
C -1.39506 2.19211 7.08067 -0.627
H -2.74489 -1.49513 1.12548 0.487
H -3.07649 -0.52604 -2.85916 0.541
H 2.04219 1.85021 -0.13517 0.496
C 2.61663 -0.30523 -0.21070 -0.172
C 3.21576 -0.44553 2.02618 -0.580
H -0.15357 2.69051 -4.80537 0.456
H -2.95953 3.98229 4.56010 0.457
O -1.04168 3.14304 1.92587 -0.614
C 2.56556 2.05685 -3.50237 -0.412
C 0.06048 1.97879 -3.98886 -0.985
C -1.17664 -2.12317 -0.35894 0.384
H -1.57778 0.77942 -4.65993 0.294
H -2.64110 3.92210 7.07001 0.382
C -1.13272 -2.59003 -2.85232 -2.309
O -2.96402 1.55616 2.02028 -0.628
H -3.78915 -2.62864 -2.51789 0.522
H -3.06094 -3.73629 -1.32999 0.374
H 2.55268 -0.51407 -1.27849 0.519
C -2.17562 3.17001 6.43949 -0.435
```

***

> Which of these has the lowest energy relative to the best compared isomer or geometry (same formula, charge and spin)?

C29H29CeN5O5

***

> Which of these has the highest energy relative to the best compared isomer or geometry (same formula, charge and spin)?

C29H29CaN10O5S

***

> Number 1 is which compound?

C29H28N8O3S2Tl